Entry from OMol25: C23H27N6O8S2Ti as an isolated structure in a non-equilibrium geometry (ωB97M-V/def2-TZVPD).

```
67
Properties=species:S:1:pos:R:3:forces:R:3
Ti -0.90217 1.14147 -0.94883 -2.193 1.155 -2.131
O 0.82652 1.24189 -0.29279 2.219 -0.087 0.770
N 1.10334 1.03370 0.92850 -0.407 -0.091 0.269
N 0.02817 0.71269 1.56316 0.255 -0.195 0.192
O -1.12776 0.62226 0.90770 0.421 -0.283 1.379
C 0.09470 0.30306 2.92420 0.008 0.028 -0.038
C 1.30732 0.35476 3.60383 -0.015 0.026 0.042
C 1.34923 -0.08927 4.91358 0.006 -0.005 -0.005
C 0.20611 -0.57764 5.53689 0.015 0.008 -0.032
C -0.99193 -0.61233 4.84248 -0.016 0.007 -0.023
C -1.05852 -0.16742 3.52896 -0.016 -0.064 0.068
H 2.18722 0.74319 3.11229 0.007 0.009 -0.013
H 2.28847 -0.05372 5.44960 -0.002 -0.001 0.011
H 0.25315 -0.93300 6.55759 0.002 0.006 0.008
H -1.88547 -0.99713 5.31536 -0.002 -0.008 -0.001
H -1.98336 -0.19655 2.97292 0.010 0.003 -0.019
N -1.41278 3.16829 -0.27942 0.205 0.446 -0.035
C -2.23694 3.88414 -1.27787 -0.008 -0.086 0.076
C -1.40089 4.25166 -2.49010 0.031 0.145 -0.058
C -0.83979 3.09286 -3.28742 0.120 -0.652 0.204
O -0.39867 3.23932 -4.40581 -0.034 0.167 -0.014
O -0.82252 1.92671 -2.66209 0.024 0.612 -0.655
H -1.90622 3.10895 0.60557 0.001 -0.002 -0.020
H -0.53526 3.71609 -0.11263 -0.163 -0.179 -0.052
H -2.65410 4.79817 -0.84524 0.003 0.005 -0.019
H -3.07008 3.23548 -1.56192 -0.008 0.019 0.000
H -0.53151 4.82815 -2.15057 -0.040 0.039 -0.019
H -1.96617 4.88295 -3.17667 0.002 0.004 0.024
S 1.45305 4.80277 -0.13498 0.262 -0.136 -0.042
C 2.62289 3.64842 -0.74912 -0.423 0.302 0.109
N 2.47814 3.32975 -2.09128 0.031 -0.083 -0.073
C 3.26089 2.35921 -2.71224 0.026 0.031 0.093
C 4.24027 1.77851 -1.94722 0.030 -0.092 -0.132
C 4.38885 2.16750 -0.62481 -0.188 0.220 0.148
N 3.55745 3.11531 -0.02522 0.190 -0.288 -0.002
H 1.73748 3.77700 -2.59675 -0.082 0.083 -0.017
H 3.04944 2.14897 -3.74810 -0.001 -0.042 0.010
H 4.88999 1.02859 -2.38141 -0.002 -0.011 0.006
H 5.15238 1.73963 0.00980 0.028 0.001 0.016
C 2.71721 -1.99184 -1.77844 0.044 0.018 0.009
C 1.64006 -2.68712 -0.99854 -0.003 0.039 -0.059
C 1.35837 -2.29089 0.30458 -0.035 0.048 0.063
C 0.30251 -2.84388 1.00871 0.034 -0.048 -0.051
C -0.46581 -3.83522 0.41145 0.092 0.064 -0.015
C -0.16590 -4.28985 -0.86668 -0.017 0.039 0.046
C 0.87954 -3.70836 -1.56265 -0.008 -0.018 -0.021
S -1.87616 -4.45787 1.26036 0.183 0.021 0.017
O -2.00308 -5.86557 1.00495 -0.001 -0.036 0.093
O -1.81737 -3.92663 2.59061 -0.063 -0.099 0.036
N -3.16943 -3.79169 0.52063 -0.197 0.053 -0.045
C -3.23374 -2.34939 0.29379 -0.111 0.013 -0.051
C -3.11210 -1.99626 -1.20375 -0.213 0.044 -0.032
C -2.35832 -0.71021 -1.37710 0.214 -0.123 -0.228
O -2.90429 0.40562 -1.15072 -0.126 -0.256 0.277
O -1.12102 -0.75913 -1.66993 -0.217 -0.783 -0.022
H 3.65619 -1.97411 -1.22319 0.006 -0.011 -0.003
H 2.44270 -0.95043 -1.96112 -0.023 0.011 -0.005
H 2.88744 -2.47388 -2.74056 0.006 -0.002 0.007
H 1.96500 -1.52131 0.76600 0.004 0.057 0.003
H 0.07312 -2.52482 2.01618 -0.020 0.020 0.024
H -0.74574 -5.09195 -1.30611 -0.022 0.004 -0.005
H 1.10662 -4.04328 -2.56758 -0.016 0.003 -0.004
H -3.49624 -4.37801 -0.23379 -0.007 0.007 -0.017
H -2.44881 -1.86562 0.87750 0.091 -0.059 -0.035
H -4.18007 -1.97508 0.68406 0.030 0.046 0.007
H -4.10885 -1.87974 -1.63212 0.027 -0.060 -0.048
H -2.57270 -2.77783 -1.73645 0.047 -0.006 0.038
```
Forces are in eV/Å.

Summary:
Kohn-Sham gap (spin up / spin down)   0.158 / 0.231 hartree
Net charge   -1
Maximum force   0.0636 Eh/bohr
Spin multiplicity   3
Expectation value of S²   2.0284

=====

Entry from OMol25: one molecule with the formula C10H8N2O in a non-equilibrium geometry (ωB97M-V/def2-TZVPD).

```
21
Properties=species:S:1:pos:R:3:forces:R:3
C -3.84689 -1.66953 1.12063 -0.365 0.618 -0.275
C -4.34417 0.46978 -0.28902 0.467 -0.063 0.340
C -4.15815 -0.67774 0.51449 -0.083 -1.160 0.488
C -3.21747 1.10392 -0.56027 -1.683 0.756 -1.247
C 1.92909 1.00263 0.73591 -0.155 0.052 0.003
C 2.29260 -0.78172 -0.83620 0.033 -0.010 -0.029
C 0.57768 0.94356 0.49088 0.070 0.206 0.082
C 0.94513 -0.84322 -1.08978 -0.127 -0.002 0.050
C 2.81127 0.14408 0.07734 -0.044 -0.146 -0.020
C 0.05615 0.02235 -0.43244 -0.286 0.494 0.421
N 4.15679 0.16073 0.37023 0.144 0.091 0.074
N -1.27198 -0.10755 -0.72862 -0.008 -1.157 -1.210
O -2.00179 0.91874 -0.25595 1.850 0.716 1.433
H -3.62611 -2.54989 1.64943 0.142 -0.400 0.279
H -5.32533 0.78181 -0.59160 -0.041 0.218 -0.227
H 2.31544 1.71827 1.44833 0.030 0.050 0.071
H 2.97396 -1.44752 -1.34697 0.017 -0.088 -0.062
H -0.08930 1.61654 1.01097 -0.014 -0.017 -0.014
H 0.53965 -1.54515 -1.80010 -0.022 -0.114 -0.103
H 4.50715 0.99240 0.81956 0.054 -0.119 -0.106
H 4.77627 -0.25251 -0.30682 0.020 0.076 0.052
```
Forces are in eV/Å.

Summary:
Kohn-Sham gap (spin up / spin down)   0.268 / 0.271 hartree
Net charge   0
Maximum force   0.0476 Eh/bohr

=====

Entry from OMol25: C4H7O2S as an isolated structure in a non-equilibrium geometry (ωB97M-V/def2-TZVPD).

```
14
Properties=species:S:1:pos:R:3:forces:R:3
O 1.62165 0.25919 -1.64064 0.442 -0.247 -0.215
C 1.96077 0.28335 -0.43280 -0.904 0.236 0.931
O 2.91290 -0.22311 0.18291 0.415 -0.104 -0.472
C 0.88399 0.97075 0.46132 -0.646 0.046 -0.397
C -0.34707 0.05844 0.60517 0.365 -0.411 1.155
C -0.83549 -0.60456 -0.65865 0.206 0.554 0.435
S -3.47242 -1.26719 0.42722 1.285 0.241 -0.761
H 1.19907 1.22063 1.47579 0.315 -0.034 -0.104
H 0.51706 1.88068 -0.02568 0.265 0.069 -0.061
H -1.12003 0.62499 1.13012 -0.287 0.099 -0.529
H -0.13680 -0.72375 1.34515 0.231 -0.112 -0.207
H -1.90702 -0.98870 -0.46251 -1.793 -0.286 0.444
H -0.38954 -1.56320 -0.90160 0.323 0.128 -0.105
H -0.88707 0.07248 -1.50580 -0.216 -0.178 -0.112
```
Forces are in eV/Å.

Summary:
Kohn-Sham gap   0.179 hartree
Net charge   -1
Maximum force   0.0364 Eh/bohr

=====

Entry from OMol25: a 2-piece molecular cluster, C4H13N2O2 overall in a non-equilibrium geometry (ωB97M-V/def2-TZVPD).

```
21
Properties=species:S:1:pos:R:3:forces:R:3
C 0.17062 0.63025 -0.52842 -1.792 -1.258 2.326
N -0.33174 -0.54648 -1.26234 0.428 -1.564 -1.233
C -0.01964 -1.88720 -0.79687 0.449 0.895 1.416
O 1.32492 -2.19984 -0.76666 -0.446 -0.171 -0.304
C -1.09849 1.29299 0.11856 -1.292 0.667 -0.958
C -1.24516 2.77971 -0.20458 0.604 0.109 -0.087
N -1.20357 1.17017 1.58765 0.385 -0.220 -0.229
H 0.82467 1.22933 -1.12273 0.087 0.631 -0.355
H 0.68561 0.34536 0.40926 0.509 -0.190 -0.812
H -0.11163 -0.58116 -2.25248 0.046 0.746 0.101
H -0.55753 -2.72817 -1.23904 -0.366 0.439 -0.518
H -0.31878 -1.88446 0.27419 0.154 -0.389 -0.010
H -1.96952 0.75263 -0.33055 0.685 0.402 0.032
H -0.33547 3.31400 0.09418 -0.147 -0.007 -0.148
H -1.48373 2.98401 -1.23544 0.486 -0.265 -0.771
H -2.07353 3.28014 0.25892 -0.485 -0.092 0.948
H -2.17843 1.36808 1.79304 0.155 0.040 0.275
H -1.04047 0.21482 1.89862 0.039 0.077 -0.100
H 2.62725 -1.82674 1.90054 0.031 -0.583 -0.422
H 1.81990 -1.35360 0.55825 0.971 -0.514 0.469
O 2.16462 -1.13120 1.44349 -0.501 1.246 0.384
```
Forces are in eV/Å.

Summary:
Kohn-Sham gap (spin up / spin down)   0.370 / 0.253 hartree
Net charge   0
Maximum force   0.0621 Eh/bohr
Spin multiplicity   2
Expectation value of S²   0.7542

=====

Entry from OMol25: one molecule with the formula C18H17NO4 (ωB97M-V/def2-TZVPD).

```
40
Properties=species:S:1:pos:R:3:forces:R:3
C -0.76981 5.58966 0.87406 -0.134 -0.017 0.019
C 0.17286 6.31361 0.30347 0.173 0.160 -0.093
C 1.58887 5.87763 0.03176 -0.096 -0.058 0.019
C 1.83170 4.43252 0.37670 0.182 0.163 -0.402
O 1.78954 3.50693 -0.39177 -0.004 0.035 0.001
O 2.13897 4.28132 1.67329 -0.022 0.108 0.371
C 2.33945 2.93884 2.08668 -0.135 -0.202 -0.145
C 1.09928 2.08700 1.75377 0.595 0.121 0.099
O -0.01270 2.50220 1.98453 -0.254 0.053 0.070
N 1.40176 0.87057 1.24355 0.367 -0.209 0.020
C 0.52694 -0.15815 0.86504 -0.259 -0.242 -0.021
C -0.85238 -0.08595 1.03451 0.059 0.163 0.053
C -1.65080 -1.14368 0.64918 0.072 -0.478 -0.258
C -1.09289 -2.29108 0.09332 0.303 0.472 0.194
O -1.94144 -3.32590 -0.19301 -0.209 -0.135 0.063
C -1.67066 -4.18459 -1.22681 0.018 -0.299 -0.342
C -2.10517 -5.49896 -1.08508 0.045 0.299 0.185
C -1.92133 -6.40096 -2.11543 0.028 -0.003 -0.050
C -1.30416 -6.00399 -3.29016 0.017 -0.091 -0.110
C -0.88414 -4.69274 -3.43445 0.003 -0.060 -0.016
C -1.06667 -3.77922 -2.41232 -0.098 0.205 0.202
C 0.28745 -2.37098 -0.06414 -0.224 -0.176 0.016
C 1.08432 -1.31017 0.31569 -0.111 0.175 0.063
H -1.75724 5.99080 1.02899 -0.159 0.144 -0.011
H -0.61187 4.57992 1.21238 0.096 -0.231 0.073
H -0.03163 7.32712 -0.01952 -0.099 0.074 0.014
H 1.80652 6.01854 -1.02980 0.076 -0.066 0.104
H 2.26761 6.49933 0.62132 0.035 -0.010 -0.094
H 3.24228 2.53907 1.61190 -0.106 0.031 0.092
H 2.46742 2.98347 3.17031 -0.010 -0.055 -0.151
H 2.37029 0.68520 1.02344 -0.155 0.221 0.061
H -1.29342 0.79924 1.45938 -0.009 0.019 0.011
H -2.72046 -1.09722 0.77800 -0.125 0.009 0.011
H -2.58597 -5.79058 -0.16435 -0.045 -0.020 0.108
H -2.25870 -7.42002 -1.99837 -0.032 -0.077 0.018
H -1.15681 -6.71148 -4.09194 0.010 -0.058 -0.066
H -0.41476 -4.37249 -4.35288 0.033 0.031 -0.070
H -0.75414 -2.75216 -2.53315 0.022 0.045 -0.009
H 0.73487 -3.26493 -0.47291 0.033 -0.029 -0.023
H 2.15558 -1.38102 0.18850 0.118 -0.013 -0.007
```
Forces are in eV/Å.

Summary:
Kohn-Sham gap   0.320 hartree
Net charge   0
Maximum force   0.0120 Eh/bohr

=====

Entry from OMol25: H8KO4 as an isolated structure (ωB97M-V/def2-TZVPD).

```
13
Properties=species:S:1:pos:R:3:forces:R:3
K 1.21624 5.29151 -23.40682 0.017 0.099 -0.215
O 1.33965 7.67158 -24.82978 -0.132 -0.179 -0.111
H 1.88751 7.88442 -25.59701 -0.105 0.017 0.138
H 0.48404 8.07976 -25.00742 0.217 0.186 -0.002
O -0.75431 6.19534 -21.74910 -0.099 -0.113 0.085
H -0.80042 5.97140 -20.80932 -0.027 0.096 -0.144
H -1.60251 6.61233 -21.94494 0.123 0.003 0.111
O 3.78709 5.04530 -24.33919 0.077 -0.134 0.151
H 4.29753 4.30982 -23.97419 -0.001 0.128 -0.138
H 4.43387 5.57676 -24.81990 -0.104 -0.057 0.058
O -1.14787 5.28253 -25.09678 0.206 0.134 0.469
H -1.14598 6.20889 -25.36451 -0.161 -0.147 -0.138
H -1.86096 5.20519 -24.44829 -0.011 -0.032 -0.264
```
Forces are in eV/Å.

Summary:
Kohn-Sham gap   0.451 hartree
Net charge   +1
Maximum force   0.0103 Eh/bohr